Molecular formula: C33H43CrN4O4SSi
Method: DFT, ωB97M-V with the def2-TZVPD basis set

As for the total charge: -1. Its multiplicity is 5. The value obtained for the LUMO energy (spin up / spin down) is 0.0901 / 0.0777 hartree. Its HOMO-LUMO gap (spin up / spin down) is 0.226 / 0.263 Ha.

The geometry in XYZ format:
```
87
C33H43CrN4O4SSi, DFT ωB97M-V with the def2-TZVPD basis set
Cr 0.405 0.280 0.112
N -3.394 2.074 1.298
C -2.341 1.217 1.093
S -0.878 1.506 1.931
N -2.617 0.203 0.285
N -1.515 -0.533 0.017
C -1.632 -1.759 -0.399
C -2.929 -2.437 -0.625
C -3.871 -1.887 -1.492
C -5.079 -2.527 -1.708
C -5.369 -3.717 -1.055
C -4.443 -4.266 -0.180
C -3.229 -3.628 0.031
C -0.361 -2.446 -0.614
C -0.253 -3.716 -1.187
C 0.995 -4.282 -1.341
C 2.123 -3.572 -0.930
C 1.953 -2.312 -0.399
N 0.742 -1.751 -0.237
H -3.143 2.981 1.653
H -4.106 2.051 0.584
H -3.649 -0.948 -1.981
H -5.801 -2.090 -2.386
H -6.317 -4.212 -1.223
H -4.664 -5.187 0.343
H -2.510 -4.051 0.722
H -1.145 -4.233 -1.511
H 1.094 -5.265 -1.786
H 3.120 -3.977 -1.034
H 2.785 -1.689 -0.093
C 2.419 0.763 0.391
C 3.602 1.050 0.488
C 4.983 1.414 0.549
C 5.778 1.403 -0.602
C 7.113 1.762 -0.544
C 7.687 2.142 0.662
C 6.908 2.161 1.811
C 5.572 1.802 1.758
H 5.324 1.118 -1.542
H 7.708 1.750 -1.448
H 8.731 2.426 0.706
H 7.341 2.460 2.758
H 4.960 1.820 2.650
C 1.991 0.246 -3.257
C 1.513 1.211 -4.339
C 2.651 2.136 -4.763
C 0.994 0.428 -5.542
O 0.413 1.999 -3.890
Si 0.173 2.660 -2.384
O -0.005 1.582 -1.256
O -1.181 3.600 -2.527
C -2.419 3.327 -3.168
C -2.307 3.636 -4.659
C -3.438 4.255 -2.512
C -2.824 1.870 -2.944
O 1.441 3.691 -2.186
C 1.640 4.694 -1.189
C 1.031 5.995 -1.703
C 1.005 4.290 0.135
C 3.151 4.829 -1.030
H 2.775 -0.404 -3.656
H 1.162 -0.374 -2.911
H 2.388 0.777 -2.392
H 3.495 1.556 -5.144
H 2.983 2.735 -3.919
H 2.309 2.811 -5.549
H 1.781 -0.186 -5.983
H 0.624 1.119 -6.300
H 0.173 -0.222 -5.238
H -2.036 4.683 -4.802
H -3.260 3.451 -5.162
H -1.540 3.014 -5.113
H -3.111 5.291 -2.612
H -3.519 4.023 -1.450
H -4.422 4.151 -2.973
H -2.133 1.198 -3.451
H -3.831 1.691 -3.331
H -2.799 1.631 -1.880
H -0.041 5.875 -1.850
H 1.482 6.269 -2.658
H 1.204 6.804 -0.989
H -0.075 4.181 0.038
H 1.205 5.052 0.892
H 1.406 3.338 0.476
H 3.605 5.064 -1.994
H 3.569 3.892 -0.666
H 3.401 5.622 -0.322
```